(1)
C43H52BClGeN11RbS5 | ωB97M-V/def2-TZVPD

Each line ends with the Löwdin charge.
Atoms and positions in Å:
S -1.261 -1.155 -2.398  0.713
C -2.120 -1.399 -0.846  -0.411
C 2.906 0.462 6.878  -0.047
C 3.649 0.288 -5.573  -0.111
Ge -1.867 2.172 2.262  0.850
C 3.056 -0.931 3.553  -0.852
H 3.585 -0.243 7.388  0.068
N -0.408 -5.838 -4.991  0.101
H -2.315 5.347 2.861  0.094
C 0.800 -5.639 -7.113  -0.023
C -1.372 -5.484 -4.060  -0.852
H -3.288 3.894 4.386  0.050
H -2.896 -2.194 -6.764  0.071
H -1.695 -6.119 3.854  0.080
H -1.065 3.418 -0.508  0.106
C -4.199 2.884 0.588  -0.142
H 1.575 2.349 0.481  0.013
C 0.889 6.004 3.799  -0.116
H 3.978 1.129 -6.164  0.106
C 3.380 2.011 -1.777  -0.817
C -4.680 1.158 5.744  -0.143
C 1.650 -2.387 -4.366  -0.060
C -3.073 1.847 3.696  -0.289
H 0.561 -5.236 -8.124  0.075
H 5.155 2.321 0.976  0.110
H 1.072 2.734 3.039  0.068
N 4.126 0.135 -4.312  -0.028
N -0.654 -3.187 1.772  0.076
C -1.476 -5.267 3.297  -0.114
H 6.537 1.451 -1.258  0.112
H 2.094 3.947 -0.079  0.106
C -0.460 6.223 3.528  -0.119
C -4.892 3.360 -0.499  -0.113
C -1.170 -5.467 1.957  -0.630
H 1.058 -2.097 -3.468  0.037
H -1.723 -3.768 4.828  0.091
C 4.859 2.220 -0.064  -0.045
H -1.153 1.082 -3.442  0.033
C -0.912 -3.023 3.042  -0.129
C -1.135 -4.132 -6.450  -0.034
C 0.615 3.726 3.118  -0.141
H 3.712 0.794 2.536  0.120
N 4.617 1.594 -2.202  -0.021
H 0.969 -2.457 -5.178  0.055
N 2.657 -1.382 -4.669  -0.122
S 1.945 2.225 -2.696  0.515
H -1.612 1.092 -1.757  0.011
C -0.649 0.794 1.918  -0.349
C 3.575 -0.927 -3.765  -0.778
H -4.371 -0.957 5.283  0.096
H 2.114 -0.869 -6.701  0.081
H -1.686 -2.209 -0.304  -0.013
H -4.842 3.201 6.289  0.093
Cl -1.053 -7.111 1.376  0.630
C 2.682 -0.630 -5.860  -0.032
N 3.508 2.323 -0.472  -0.158
C 1.465 4.761 3.489  -0.099
H -0.228 1.093 2.971  -0.033
C -3.538 2.909 4.547  -0.065
S 3.903 -1.632 -2.227  0.496
H -4.680 4.166 -2.518  0.089
C -4.210 3.846 -1.597  -0.131
H 2.114 -3.360 -4.187  0.086
H -2.755 -4.071 -3.633  0.138
N 2.831 -1.049 4.846  -0.209
H 5.099 2.179 -4.356  0.068
Rb 1.602 -0.323 -0.190  0.380
H 1.555 6.783 4.207  0.092
H -2.380 4.177 -2.521  0.087
H -2.878 0.606 -2.936  0.048
C -1.451 -4.028 3.851  -0.039
B 5.133 1.168 -3.630  -0.442
H 0.850 -6.751 -7.107  0.085
N 3.331 0.381 3.385  -0.028
H -0.893 -3.675 -7.397  0.114
H 3.332 1.450 6.945  0.060
H -1.927 -0.522 -0.144  0.046
C -2.005 -3.709 -5.550  -0.286
C -1.262 5.161 3.111  -0.137
C -2.849 2.932 0.634  -0.271
C -0.269 -5.186 -6.102  -0.336
H -0.862 -0.244 1.783  -0.121
C 2.452 2.965 0.342  -0.069
H 2.994 3.166 1.250  0.067
S -1.776 -6.372 -2.717  0.574
C 2.914 0.160 5.433  -0.355
H -0.417 -4.497 0.181  0.109
C 5.503 1.731 -1.158  -0.087
C -1.788 0.571 -2.707  -0.387
H -2.211 -1.551 -5.332  0.071
N 3.194 1.110 4.516  0.078
H -3.746 -2.463 -5.216  0.071
H -5.164 0.810 6.654  0.084
C -4.125 0.084 5.043  -0.070
C -2.832 3.806 -1.641  -0.094
H -2.870 -0.180 3.237  0.064
C -0.751 3.880 2.878  -0.200
C -0.739 -4.387 1.211  -0.154
H 2.948 -2.934 5.106  -0.074
H -0.910 7.183 3.655  0.078
H -0.674 -2.046 3.485  0.117
S 3.130 -2.085 2.305  0.420
C -3.322 0.495 3.932  -0.103
C -4.375 2.508 5.586  -0.107
H -5.974 3.309 -0.630  0.093
H -4.689 2.411 1.437  0.094
H 2.489 4.474 3.767  0.101
N -2.075 -4.317 -4.367  0.091
C -2.803 -2.389 -5.710  0.008
N 2.642 -2.153 5.654  -0.036
H -3.184 -1.580 -0.998  0.037
C -2.159 3.349 -0.487  -0.108
H 1.941 0.328 7.362  0.069
H 6.255 0.715 -3.554  0.061
H 1.795 -5.249 -6.783  0.091

Properties
- HOMO level: -1.43 eV
- Energy: -6849.06020 hartree
- Net charge: -2

(2)
C43H52BN14OSTi | ωB97M-V/def2-TZVPD

Each line ends with the Löwdin charge.
Atoms and positions in Å:
N -2.549 -0.284 2.354  0.005
C -0.464 -4.327 2.830  -0.029
C 2.611 1.007 -0.561  -0.148
H 3.411 3.634 -0.420  0.188
H 4.467 1.738 -1.397  0.153
H 2.937 1.216 0.454  0.090
C -1.640 3.280 2.761  -0.024
H -3.669 -1.955 -0.354  0.126
H 3.468 2.392 2.080  0.067
H -3.017 -1.189 -5.155  0.118
H 1.412 1.072 5.071  0.057
C -4.533 -2.132 -2.315  -0.020
N -2.930 1.261 0.381  -0.015
C -3.536 -1.808 -1.419  0.000
H 2.611 2.285 5.519  0.096
H 1.527 -3.646 -3.312  0.131
C 0.902 2.658 -0.402  -0.173
H -1.153 4.417 -1.311  0.075
C 1.827 2.541 3.512  -0.338
H 1.294 3.311 -2.447  0.133
C -3.123 -1.373 -4.095  -0.008
C 0.831 -2.356 -1.754  -0.070
H -0.532 2.278 -2.616  0.076
N 1.074 -1.041 1.920  0.047
H -5.020 1.406 0.217  0.146
H 3.148 1.651 -2.572  0.112
C -0.376 3.661 3.144  0.000
H -2.587 3.789 2.832  0.142
H -1.219 -5.199 0.349  0.094
C 4.246 -3.285 0.429  -0.303
H -2.160 -3.792 -0.164  0.062
H -5.467 -2.549 -1.965  0.128
C -1.819 -4.360 0.703  -0.024
C -3.752 1.993 -1.528  0.034
H 2.033 0.847 -4.026  0.082
H 2.119 3.595 3.526  0.137
N -1.589 -1.055 1.789  -0.033
C 3.149 -2.189 2.374  -0.059
H -2.479 4.637 -2.431  0.100
H 0.100 -3.720 3.540  0.073
H -3.043 3.059 -4.151  0.094
C -3.355 -1.057 3.086  0.001
H 1.388 4.594 -1.226  0.151
N 1.144 1.207 -0.618  -0.070
N -0.561 -0.686 -5.126  0.138
H 0.185 -5.121 2.460  0.093
H 3.709 -2.371 4.443  0.142
C 2.159 -1.727 1.505  -0.160
C -2.915 -2.365 3.004  0.043
O -1.461 -0.967 -0.844  -0.213
N 0.178 0.106 -3.217  0.077
C 3.127 -2.947 -0.424  -0.063
H 3.742 1.562 3.589  0.097
C -2.077 -1.040 -3.218  -0.083
H 1.083 -0.141 -6.387  0.133
H 3.561 3.898 -2.031  0.197
H 0.012 -0.386 3.550  0.113
C -2.357 2.010 -1.572  -0.242
N -0.288 1.561 2.316  0.087
N -1.853 1.534 -0.412  0.041
H 1.602 -1.263 5.224  0.131
Ti -0.416 -0.229 0.306  1.245
H -2.697 -4.770 1.205  0.098
C -0.997 -3.494 1.662  -0.359
C -1.812 -2.334 2.153  -0.238
H -1.141 -1.151 -5.804  0.162
C 4.254 -2.922 1.795  -0.300
C 2.942 -3.473 -1.709  0.064
H -0.088 4.581 3.624  0.126
H -3.342 -3.227 3.486  0.129
C -4.322 -1.904 -3.668  -0.028
C 2.976 1.786 2.847  -0.053
N 3.074 3.326 -1.337  0.084
N -1.567 2.035 2.288  -0.039
H 2.869 -0.020 -0.788  0.116
C 1.675 2.126 4.985  -0.031
C 1.098 0.352 -4.212  -0.119
C -4.067 1.521 -0.274  -0.014
C 2.969 -1.999 3.747  0.063
C 2.140 -2.121 0.109  -0.170
H 2.677 0.838 2.410  0.039
H 0.826 0.934 -1.577  0.068
C -2.122 2.487 -4.031  -0.035
C 1.815 -1.385 4.172  -0.008
N 1.029 -1.757 -0.581  0.044
C 0.901 -0.907 3.234  -0.115
C 1.760 -3.203 -2.354  0.019
H 0.896 2.703 5.479  0.093
H -0.112 -2.181 -2.233  0.092
H 1.248 2.907 0.601  0.115
S 6.227 -4.153 1.379  1.120
C 1.588 3.543 -1.422  -0.080
H -4.188 -0.623 3.615  0.145
H -1.282 -4.801 3.374  0.094
B -2.773 1.174 1.920  -0.513
H -1.423 2.841 -4.789  0.095
C 3.395 1.873 -1.537  -0.063
H -2.357 1.444 -4.233  0.064
C -2.330 -1.267 -1.859  -0.246
H -5.091 -2.138 -4.391  0.127
C -1.540 2.692 -2.632  -0.365
H -4.434 2.336 -2.285  0.128
C -1.486 4.197 -2.327  -0.041
H 3.696 -4.120 -2.139  0.141
N 5.326 -3.352 2.443  -0.188
N 5.312 -3.983 0.066  -0.192
H -0.165 2.857 -0.408  0.084
H -3.762 1.575 2.452  0.136
C -0.831 -0.520 -3.804  -0.305
C 0.654 -0.132 -5.401  -0.038
H -0.830 4.708 -3.035  0.093
C 0.443 2.557 2.886  -0.273
H -0.148 -3.098 1.104  0.096

Properties
- ΔE to the lowest compared entry with this formula, charge and spin: 4.6 kcal/mol
- HOMO level: -15.61 eV
- Energy: -3783.50348 hartree
- Net charge: +3

Q: What is the formula in the second record?
A: C43H52BN14OSTi